Computed, not measured: a molecular structure, C37H58ClN13O4SeTi at a distorted geometry, with the ωB97M-V functional and the def2-TZVPD basis.

Atoms and positions in Å:
Ti  0.549  0.060  -1.112
C  4.441  3.775  0.653
N  3.115  3.174  0.722
C  2.126  3.954  1.438
C  2.876  1.933  0.181
N  1.829  1.707  -0.622
C  1.192  2.947  -1.125
C  0.240  2.688  -2.273
N  -0.743  1.622  -1.936
C  -1.699  2.053  -0.868
C  -1.789  1.003  0.229
N  -0.491  0.867  0.880
C  -0.406  1.275  2.125
N  -1.416  2.004  2.729
C  -1.789  3.328  2.270
C  -1.991  1.580  3.994
N  0.666  0.984  2.909
C  0.919  1.687  4.160
C  1.498  -0.184  2.694
C  -1.489  1.175  -3.151
C  -1.220  -0.291  -3.454
N  -0.910  -1.038  -2.225
C  -1.537  -2.219  -2.089
N  -0.879  -3.304  -1.638
C  0.446  -3.658  -2.139
C  -1.537  -4.386  -0.914
N  -2.855  -2.354  -2.389
C  -3.380  -3.534  -3.069
C  -3.812  -1.274  -2.230
N  3.778  0.983  0.494
C  4.168  -0.123  -0.369
C  4.593  1.070  1.700
H  4.360  4.760  0.188
H  5.099  3.166  0.041
H  4.885  3.901  1.643
H  2.543  4.249  2.404
H  1.241  3.352  1.622
H  1.848  4.867  0.903
H  1.956  3.643  -1.482
H  0.644  3.454  -0.331
H  0.793  2.369  -3.155
H  -0.279  3.622  -2.517
H  -2.681  2.244  -1.305
H  -1.349  2.992  -0.448
H  -2.034  0.033  -0.214
H  -2.595  1.249  0.923
H  -1.100  3.668  1.501
H  -1.729  4.035  3.101
H  -2.808  3.364  1.873
H  -1.673  0.565  4.222
H  -3.079  1.575  3.909
H  -1.716  2.238  4.822
H  0.470  2.676  4.141
H  1.996  1.805  4.276
H  0.544  1.141  5.028
H  1.630  -0.356  1.634
H  1.068  -1.069  3.169
H  2.475  -0.004  3.138
H  -1.203  1.796  -4.002
H  -2.553  1.333  -2.980
H  -0.343  -0.378  -4.102
H  -2.059  -0.720  -4.003
H  0.930  -2.800  -2.591
H  0.350  -4.444  -2.892
H  1.062  -4.050  -1.330
H  -2.505  -4.067  -0.541
H  -0.906  -4.662  -0.068
H  -1.666  -5.271  -1.539
H  -2.574  -4.208  -3.333
H  -3.872  -3.215  -3.989
H  -4.110  -4.063  -2.454
H  -3.369  -0.461  -1.664
H  -4.682  -1.647  -1.685
H  -4.160  -0.895  -3.194
H  3.630  -0.080  -1.306
H  3.966  -1.081  0.112
H  5.240  -0.052  -0.564
H  4.144  1.742  2.426
H  5.606  1.410  1.478
H  4.665  0.071  2.132
O  2.480  -5.025  2.232
C  1.229  -5.076  2.676
O  0.862  -5.938  3.421
C  0.262  -4.009  2.232
C  -1.038  -3.949  2.704
Cl  -1.864  -5.002  3.730
N  -1.646  -2.880  2.120
N  -0.833  -2.254  1.271
C  0.318  -2.912  1.325
C  1.439  -2.386  0.525
O  2.571  -2.797  0.551
O  1.131  -1.344  -0.267
C  -2.972  -2.373  2.323
C  -3.704  -1.982  1.213
C  -4.976  -1.461  1.386
C  -5.512  -1.340  2.661
C  -4.766  -1.729  3.764
C  -3.487  -2.240  3.602
H  2.646  -4.260  1.642
H  -3.272  -2.093  0.228
H  -5.558  -1.165  0.524
H  -6.511  -0.948  2.792
H  -5.177  -1.634  4.759
H  -2.904  -2.528  4.464
Se  2.056  -0.514  -3.058
C  2.523  1.078  -4.024
C  1.959  1.343  -5.264
C  2.309  2.522  -5.911
N  3.155  3.414  -5.408
C  3.717  3.132  -4.237
C  3.440  1.983  -3.507
H  1.277  0.646  -5.734
H  1.885  2.759  -6.879
H  4.428  3.860  -3.863
H  3.936  1.800  -2.565

As for the charge: +2. The energy relative to the best compared isomer or geometry (same formula, charge and spin) comes out at 67.7 kJ/mol. The value obtained for the LUMO energy is -6.109 eV. The HOMO energy comes out at -13.286 eV. The HOMO-LUMO gap is 7.177 eV. The calculation puts the total energy at -6168.19626 Eh.

These are the Mulliken partial charges, in e, on atoms 1 to 99: -0.075 -1.214 0.912 -0.810 -1.861 1.505 -0.585 -1.458 0.920 -1.802 -0.025 1.756 -2.070 1.010 -1.063 -1.239 1.256 -1.223 -0.833 -1.113 -1.088 0.692 -0.748 0.607 -0.705 -0.908 0.641 -1.190 -1.183 1.119 -0.786 -1.431 0.382 0.324 0.361 0.445 0.045 0.227 0.935 0.081 -0.130 0.401 0.626 0.286 -1.244 0.892 0.256 0.385 0.272 0.329 0.393 0.335 0.401 0.320 0.387 -0.542 0.469 0.541 0.459 0.565 0.310 0.690 -0.049 0.454 0.344 0.356 0.141 0.453 0.366 0.381 0.342 0.376 0.392 0.368 -0.238 0.046 0.473 0.448 0.338 0.419 -0.573 0.208 -0.542 0.463 0.221 -0.066 -0.027 1.490 -0.986 0.236 -0.940 1.151 0.077 0.859 -0.836 -0.796 -0.921 -0.489 0.371

Computed, not measured: 8 unconnected molecules or ions with the total composition C37H59BN2O21, with the ωB97M-V functional and the def2-TZVPD basis.

Atoms and positions in Å:
H  6.176  4.702  0.406
N  6.188  4.657  -0.612
C  5.715  3.538  -0.990
C  5.604  3.167  -2.445
B  5.029  1.696  -2.653
C  6.045  0.558  -3.032
C  7.277  0.521  -2.078
C  7.180  -0.786  -1.235
C  6.119  -0.571  -0.271
C  5.245  -0.326  0.516
C  3.471  1.503  -2.503
N  3.050  0.176  -1.990
C  1.618  0.212  -1.665
H  5.365  2.804  -0.254
H  5.012  3.916  -2.974
H  6.615  3.206  -2.863
H  5.536  -0.404  -3.061
H  6.434  0.791  -4.028
H  7.292  1.357  -1.379
H  8.204  0.538  -2.644
H  8.112  -1.033  -0.739
H  6.932  -1.576  -1.943
H  4.493  0.165  1.093
H  3.060  2.249  -1.818
H  2.982  1.665  -3.479
H  3.111  -0.488  -2.755
H  1.204  -0.792  -1.581
H  1.449  0.755  -0.737
H  1.027  0.733  -2.435
C  2.598  -4.229  3.667
C  2.823  -2.991  2.833
C  3.265  -1.770  3.606
O  2.735  -0.696  2.811
C  1.661  -1.179  2.142
O  0.880  -0.514  1.538
O  1.589  -2.521  2.254
H  2.540  -5.111  3.035
H  3.413  -4.378  4.376
H  1.657  -4.167  4.212
H  3.513  -3.200  2.012
H  4.346  -1.687  3.688
H  2.819  -1.715  4.602
C  -1.899  0.100  0.510
C  -3.374  0.021  0.202
C  -4.259  0.812  1.131
O  -5.490  0.066  1.094
C  -5.176  -1.215  0.795
O  -5.931  -2.134  0.874
O  -3.889  -1.316  0.404
H  -1.313  -0.267  -0.332
H  -1.590  1.125  0.709
H  -1.648  -0.524  1.366
H  -3.563  0.296  -0.838
H  -4.417  1.830  0.789
H  -3.894  0.825  2.161
C  -5.437  6.642  -0.805
C  -4.833  5.428  -1.470
C  -5.382  4.110  -0.978
O  -4.269  3.226  -1.181
C  -3.135  3.978  -1.119
O  -2.041  3.521  -1.051
O  -3.433  5.292  -1.136
H  -5.208  7.542  -1.372
H  -6.522  6.552  -0.742
H  -5.028  6.774  0.197
H  -4.914  5.507  -2.553
H  -6.245  3.770  -1.547
H  -5.631  4.120  0.087
C  12.212  2.661  0.351
C  11.844  1.343  -0.291
C  10.625  1.393  -1.182
O  10.117  0.053  -1.083
C  10.518  -0.440  0.119
O  10.109  -1.444  0.600
O  11.436  0.374  0.690
H  13.224  2.626  0.752
H  12.165  3.472  -0.376
H  11.542  2.884  1.181
H  12.701  0.929  -0.829
H  10.866  1.631  -2.215
H  9.860  2.084  -0.819
C  -5.434  -4.607  2.627
C  -5.715  -6.035  3.032
C  -6.730  -6.746  2.167
O  -7.295  -7.697  3.078
C  -7.160  -7.195  4.333
O  -7.684  -7.642  5.298
O  -6.344  -6.112  4.324
H  -4.521  -4.246  3.104
H  -5.306  -4.520  1.549
H  -6.241  -3.948  2.938
H  -4.785  -6.609  3.085
H  -6.285  -7.255  1.316
H  -7.523  -6.080  1.818
C  -2.859  -8.051  1.874
C  -2.021  -7.143  2.746
C  -1.395  -5.972  2.022
O  -0.215  -5.736  2.799
C  0.133  -6.907  3.389
O  1.164  -7.094  3.948
O  -0.856  -7.822  3.249
H  -3.487  -8.701  2.483
H  -3.509  -7.467  1.220
H  -2.223  -8.693  1.266
H  -2.601  -6.801  3.608
H  -2.027  -5.087  2.011
H  -1.097  -6.218  1.000
C  -10.242  6.091  -4.886
C  -9.139  6.330  -3.882
C  -8.940  7.776  -3.488
O  -7.545  7.809  -3.156
C  -6.933  6.827  -3.858
O  -5.755  6.702  -3.962
O  -7.846  6.009  -4.430
H  -10.509  5.035  -4.923
H  -11.136  6.655  -4.620
H  -9.919  6.379  -5.886
H  -9.288  5.704  -2.997
H  -9.542  8.072  -2.633
H  -9.118  8.467  -4.315

The value obtained for the LUMO energy is 0.219 eV. Its SMILES is [H]/N=C/CB(CCCC#C)CNC.C[C@@H]1COC(=O)O1.C[C@@H]1COC(=O)O1.C[C@@H]1COC(=O)O1.C[C@@H]1COC(=O)O1.C[C@@H]1COC(=O)O1.C[C@@H]1COC(=O)O1.C[C@@H]1COC(=O)O1. The HOMO energy comes out at -8.379 eV. The HOMO-LUMO gap is 8.598 eV. The calculation puts the total energy at -3159.68254 Eh.

These are the Mulliken partial charges, in e, on atoms 1 to 99: 0.279 -0.725 0.054 -0.690 0.028 -0.861 0.164 -0.992 -0.430 0.185 -0.827 -0.141 -1.210 0.333 0.563 0.216 0.224 0.262 0.031 0.403 0.018 0.472 0.517 0.346 0.446 0.211 0.409 0.299 0.431 -1.565 0.626 -0.515 -0.344 0.572 -0.510 -0.292 0.333 0.431 0.284 0.292 0.345 0.338 -1.339 0.699 -0.238 -0.360 0.621 -0.559 -0.332 0.289 0.396 0.355 0.137 -0.029 0.314 -1.606 0.659 -0.564 -0.247 0.631 -0.557 -0.356 0.309 0.340 0.468 0.290 0.377 0.316 -1.469 0.479 -0.562 -0.279 0.638 -0.541 -0.354 0.374 0.357 0.367 0.283 0.385 0.304 -1.589 1.188 -0.446 -0.367 0.569 -0.528 -0.432 0.404 0.407 0.406 -0.368 0.364 0.296 -1.528 0.681 -0.520 -0.172 0.523

Question: Number 2 is which compound?
Answer: C37H59BN2O21